Formula: C55H42AuFGeNP3S
Source: OMol25
Level of theory: wB97M-V/def2-TZVPD

Summary:
* relative energy (zero: lowest compared OMol25 entry of this formula, charge and spin): 54.7 kcal per mole
* F_max: 0.70 eV/Å
* HOMO level: -7.409 eV
* frontier orbital gap: 6.34 eV
* E: -160835.3654 eV

Structure (XYZ):
```
105
Properties=species:S:1:pos:R:3:forces:R:3
Au 0.4171 -0.4637 -0.7998 0.0 0.1 0.1
Ge 0.0660 -0.1256 1.6220 -0.2 0.1 0.0
S -0.0374 -4.6451 1.0981 0.0 0.0 -0.1
P 3.1731 -0.7268 -0.0832 0.2 -0.5 -0.1
P -2.9494 -0.4811 0.3658 0.0 0.1 0.0
P 0.2532 1.8616 -0.7951 0.1 0.4 0.4
F 1.7126 1.7731 0.4039 -0.1 0.0 -0.1
N 0.2222 -2.4797 -0.6338 0.0 -0.5 0.1
C 5.9848 -0.6456 -0.6355 0.0 0.1 0.0
C -1.2420 -1.3734 2.3833 0.0 0.0 -0.2
C 3.0038 -0.3295 4.5449 0.0 0.0 0.0
C -4.7265 -0.0562 0.5648 0.0 -0.1 0.0
C -1.8597 -2.8907 4.1617 0.0 0.0 0.0
C -1.1371 1.7440 -2.0637 0.0 -0.1 -0.1
C -0.8938 -2.1644 3.4773 0.0 0.0 -0.1
C -1.9422 3.3557 2.9664 0.0 0.0 0.0
C -3.0778 -3.1557 -0.6716 -0.1 -0.1 0.0
C -1.8696 4.1880 1.8588 0.0 0.0 0.0
C -3.4326 1.8911 -2.8306 0.0 0.1 0.0
C -0.7209 1.6585 1.7718 0.1 0.0 0.0
C 1.8367 -0.2002 3.8069 0.1 0.0 -0.1
C -6.3368 1.4077 1.6265 0.0 0.0 0.0
C 3.9754 -5.1652 -1.1082 0.0 0.0 0.0
C -2.9091 -2.2320 -3.2889 0.0 -0.1 0.1
C -3.1827 -2.8425 3.7497 0.0 0.0 0.0
C 6.0042 2.1340 -0.6887 -0.1 0.0 0.0
C -2.4590 2.1415 -1.8682 0.0 0.2 -0.1
C -3.0877 -4.0539 -1.7344 0.0 0.0 0.1
C -1.2264 3.7589 0.7009 0.1 0.0 0.1
C -3.1089 1.2253 -4.0035 0.1 0.3 -0.2
C -2.5722 -1.3758 1.9251 0.0 -0.1 0.0
C -3.0108 -3.5959 -3.0412 0.0 0.0 0.0
C -3.5329 -2.0985 2.6291 0.0 0.0 0.0
C 3.6226 -2.8740 -1.7406 0.0 0.0 0.0
C -2.8849 -1.3386 -2.2293 0.0 0.0 0.2
C 1.8318 -0.3693 2.4188 0.1 0.0 0.0
C -0.8386 1.0398 -3.2423 -0.1 0.1 0.0
C 0.1120 -3.3985 0.1009 0.1 0.2 -0.1
C -1.8047 0.7910 -4.2068 0.1 0.3 -0.2
C 2.3835 5.6070 -2.5721 0.0 0.0 0.0
C -5.7668 -0.6644 -0.1352 0.0 0.0 0.0
C 4.8041 0.0554 -0.3941 0.0 0.1 0.0
C 4.1889 -0.6350 3.8971 0.0 0.0 0.0
C 1.6283 4.7952 -3.4002 0.0 0.0 0.0
C -2.9856 -1.7901 -0.9114 -0.1 0.0 0.0
C 3.6480 -3.4788 0.5802 0.0 -0.1 0.0
C 4.2041 -0.7720 2.5175 0.0 0.0 0.0
C 1.9264 4.1207 -0.7302 0.0 0.1 -0.1
C 3.5279 -2.4988 -0.3968 0.1 0.1 0.0
C 2.5208 5.2687 -1.2316 0.0 -0.1 0.0
C 7.1654 0.0410 -0.9004 -0.1 0.0 0.0
C 3.8641 -4.8079 0.2241 0.0 0.1 0.0
C 7.1771 1.4288 -0.9272 0.0 0.0 0.0
C 3.8565 -4.1917 -2.0962 0.0 0.0 0.1
C 3.0440 -0.6381 1.7552 -0.2 0.1 0.1
C 4.8231 1.4528 -0.4302 0.0 0.0 0.0
C -1.3805 2.0830 2.9194 0.1 0.0 -0.1
C -0.6478 2.4983 0.6595 -0.1 -0.1 -0.1
C -5.0272 0.9928 1.4377 0.0 0.0 0.0
C 1.0109 3.6560 -2.8943 0.0 0.0 0.0
C -7.3693 0.7896 0.9298 0.0 0.0 0.0
C -7.0809 -0.2418 0.0484 0.1 0.0 0.0
C 1.1574 3.2910 -1.5569 0.0 -0.1 -0.1
H 2.0502 3.8677 0.3096 0.0 0.0 0.0
H 3.9296 -4.4665 -3.1412 0.0 0.0 0.0
H -4.4541 2.2034 -2.6473 0.0 0.0 0.0
H -3.1190 -3.5340 0.3416 0.0 0.0 0.0
H 3.9011 1.9967 -0.2490 0.1 0.0 0.0
H -2.7787 -0.2761 -2.4224 -0.1 -0.6 0.3
H -3.0171 -4.3003 -3.8646 0.0 0.0 0.0
H -3.8694 1.0336 -4.7507 0.0 0.0 0.0
H 0.9185 0.0607 4.3234 0.0 -0.1 0.0
H 3.9305 -5.5653 0.9953 0.0 0.0 0.0
H 5.9851 -1.7284 -0.6175 0.0 0.0 0.0
H -2.7420 2.6560 -0.9598 0.0 0.0 0.0
H -5.5550 -1.4718 -0.8260 0.0 0.0 0.0
H -2.4447 3.6919 3.8661 0.0 0.0 0.0
H -4.5626 -2.0842 2.2919 0.0 0.0 0.0
H -1.5751 -3.4981 5.0125 0.0 0.0 0.0
H 0.1765 0.6832 -3.4098 0.0 0.0 0.0
H -6.5528 2.2210 2.3095 0.0 0.0 0.0
H -8.3932 1.1138 1.0721 0.0 0.0 0.0
H -2.3151 5.1745 1.8933 0.0 0.0 0.0
H -1.5435 0.2611 -5.1147 0.0 0.0 0.0
H 1.5030 5.0474 -4.4460 0.0 0.0 0.0
H 3.1012 5.8985 -0.5678 0.0 0.0 0.0
H 2.9857 -0.1858 5.6183 0.0 0.0 0.0
H 5.1442 -0.9712 2.0173 0.0 0.0 0.0
H 3.5510 -3.2180 1.6266 0.0 0.0 0.0
H -2.8277 -1.8652 -4.3055 0.0 0.0 0.0
H 2.8597 6.4973 -2.9650 0.0 0.0 0.0
H 0.4097 3.0630 -3.5661 0.0 0.0 0.0
H -1.4620 1.4262 3.7802 0.0 0.0 0.0
H 5.1055 -0.7518 4.4625 0.0 0.0 0.0
H 0.1373 -2.2278 3.7968 0.0 0.0 0.0
H -1.1662 4.4129 -0.1613 0.0 0.0 0.0
H 8.0782 -0.5133 -1.0854 0.0 0.0 0.0
H 3.5056 -2.1179 -2.5120 0.0 0.0 0.0
H 6.0073 3.2175 -0.7125 0.0 0.0 0.0
H -7.8811 -0.7271 -0.4986 0.0 0.0 0.0
H -3.1374 -5.1171 -1.5332 0.0 0.0 0.0
H 4.1375 -6.2009 -1.3810 0.0 0.0 0.0
H -4.2228 1.4885 1.9714 0.0 0.0 0.0
H -3.9390 -3.4041 4.2851 0.0 0.0 0.0
H 8.0974 1.9598 -1.1397 0.0 0.0 0.0
```
Forces are in eV/Å.


Formula: C55H42ClMnNOP3SSe
Source: OMol25
Level of theory: wB97M-V/def2-TZVPD

Summary:
* F_max: 2.98 eV/Å
* HOMO level (alpha / beta): -9.940 / -9.931 eV
* frontier orbital gap (alpha / beta): 7.38 / 7.53 eV
* E: -209138.3874 eV
* total charge: +1
* spin multiplicity: 2

Structure (XYZ):
```
106
Properties=species:S:1:pos:R:3:forces:R:3
Se 0.6445 -4.7235 -0.6162 0.4 -1.2 -0.1
Mn -0.8379 0.0517 -0.1879 2.6 -1.0 -1.1
Cl -2.9709 0.9475 -0.9787 -0.3 -0.5 -0.2
S 1.8025 -0.4760 0.0223 -0.1 -1.4 -0.3
P -0.4634 -0.8215 2.1738 -0.9 -0.9 0.0
P -0.2503 -0.5614 -2.5706 -0.4 0.2 -0.4
P -0.4352 2.6124 0.1138 -0.7 0.2 0.9
O 2.9320 0.3466 0.4562 0.4 1.0 0.3
N -0.5542 -2.0852 -0.5225 0.0 0.6 0.3
C -0.4617 0.2876 -5.3128 0.1 0.0 0.1
C -1.3912 -1.8294 -3.2091 -0.1 -0.1 0.2
C -0.0691 -3.1572 -0.5685 -0.8 1.4 0.0
C -2.0266 -1.7155 1.8080 -0.1 0.3 0.1
C -2.0565 3.4106 -0.2804 0.1 -0.4 -0.1
C -3.1263 2.6648 -0.7772 0.4 0.8 0.3
C -0.3691 2.5695 1.9394 0.0 0.0 0.0
C 1.0249 4.9177 0.8826 -0.1 -0.1 0.1
C -1.0728 -3.1729 -3.3604 0.2 0.3 -0.1
C -3.3762 -3.6799 -3.8217 0.0 0.0 0.0
C 0.6591 4.0637 -0.1567 0.4 -0.4 -0.3
C 0.3481 -0.6269 6.1700 0.1 0.0 0.1
C -0.6961 1.2738 -6.2548 0.0 -0.1 -0.1
C 1.0817 2.2148 3.8271 0.0 0.0 -0.1
C -4.4810 4.6206 -0.9859 0.1 -0.1 0.0
C -3.4308 5.3869 -0.5057 -0.1 0.0 0.0
C -3.1133 -0.8589 1.6041 0.3 0.0 0.2
C -2.2348 4.7887 -0.1526 -0.1 -0.1 0.0
C 0.4866 -0.6521 4.7955 -0.1 0.0 0.0
C 0.8618 2.1672 2.4654 -0.1 0.2 -0.1
C 0.0712 2.6459 4.6745 -0.2 0.1 0.0
C 0.9558 -3.0774 3.0423 -0.1 0.1 -0.2
C 1.8840 -1.9360 1.1355 -0.4 0.3 0.0
C -3.6937 -2.3349 -3.7111 -0.1 0.0 0.1
C 2.9358 -2.8338 1.1204 0.2 0.0 -0.1
C -4.3585 -1.3724 1.2896 -0.1 -0.1 -0.1
C -0.9099 -0.6015 6.7482 -0.1 0.0 0.0
C -0.5937 1.9467 -3.5890 0.1 -0.1 0.2
C -2.0358 -0.5987 5.9463 0.0 0.1 0.1
C -1.1624 3.0021 4.1565 0.0 0.0 0.3
C -2.1943 -3.0871 1.6815 -0.1 0.1 0.1
C -3.4298 -3.5920 1.3131 0.1 0.0 0.1
C -2.7090 -1.4152 -3.4062 0.1 0.1 -0.1
C -0.6470 -0.7013 3.9851 0.1 0.6 0.0
C -1.9070 -0.6583 4.5718 0.0 0.0 -0.1
C 4.1288 -2.0083 -2.9073 -0.1 0.1 0.0
C -4.5071 -2.7402 1.1247 -0.1 0.2 0.0
C 3.6630 -1.4637 -1.7242 0.1 0.1 0.1
C -0.8785 2.5936 -5.8708 0.0 0.1 0.1
C -4.3319 3.2526 -1.1245 0.0 -0.3 0.0
C 3.2556 -2.1848 -3.9670 0.0 0.0 0.0
C 0.8870 -2.0475 2.1040 0.0 0.2 -0.1
C 2.2155 6.3245 -0.6604 -0.1 -0.1 0.0
C 1.4483 -1.2446 -2.6653 -0.1 0.1 0.2
C 1.0868 4.3563 -1.4488 0.0 -0.1 0.1
C 2.0019 -3.9791 3.0212 0.1 0.0 0.0
C 1.7998 6.0339 0.6282 0.1 0.1 0.0
C 2.9921 -3.8505 2.0639 0.1 0.2 0.0
C -2.0625 -4.0894 -3.6687 -0.1 -0.1 0.0
C -0.3860 0.6246 -3.9638 0.0 0.2 0.5
C -0.8323 2.9301 -4.5289 0.0 0.2 -0.1
C -1.3920 2.9621 2.7893 0.1 -0.1 -0.4
C 1.8516 5.4825 -1.6968 0.0 0.0 -0.2
C 1.9402 -1.7690 -3.8590 -0.1 0.0 0.1
C 2.3226 -1.1518 -1.5812 -0.4 0.1 0.0
H 4.3404 -1.2388 -0.9158 0.1 0.0 0.1
H 3.8177 -4.5431 2.0518 0.1 -0.1 -0.1
H -0.5829 2.1867 -2.5280 0.0 0.0 -0.2
H -3.0188 -0.5523 6.3881 -0.1 -0.1 0.1
H -5.4748 -3.1353 0.8580 -0.1 -0.1 -0.1
H -4.1510 -4.4030 -4.0289 0.0 -0.1 -0.1
H -1.9462 3.3409 4.8159 -0.1 0.0 0.1
H -1.8073 -5.1338 -3.7645 0.0 -0.1 0.0
H -5.2014 -0.7126 1.1478 -0.1 0.1 0.0
H 1.2826 -1.8527 -4.7100 0.0 0.0 -0.1
H -0.9959 3.9504 -4.2153 0.0 0.1 0.0
H 0.1901 -3.1627 3.8003 0.0 0.0 0.0
H -3.5481 6.4550 -0.4161 0.0 0.1 0.1
H 1.2231 -0.6397 6.8015 0.1 0.0 0.0
H -2.7952 -0.6968 3.9617 0.0 0.0 0.0
H -0.0541 -3.5057 -3.2277 0.0 -0.1 0.1
H 0.8236 3.7022 -2.2661 0.0 0.0 -0.1
H -1.3546 -3.7467 1.8429 0.0 -0.1 -0.1
H 2.0783 6.6844 1.4424 0.0 0.1 0.1
H 2.0422 1.9191 4.2202 0.1 0.0 0.1
H 5.1671 -2.2827 -3.0034 0.1 0.0 0.0
H 3.7107 -2.7653 0.3744 0.0 0.0 0.0
H -1.0731 3.3559 -6.6100 0.0 0.0 -0.1
H -1.0130 -0.5873 7.8207 0.0 0.0 0.2
H 1.4759 -0.6646 4.3578 0.0 0.0 0.0
H -0.3625 -0.7403 -5.6298 0.0 -0.1 0.0
H 2.8179 7.1986 -0.8543 0.1 0.1 0.0
H 1.6499 1.8586 1.7894 0.2 -0.1 0.0
H -3.5510 -4.6541 1.1655 0.0 -0.1 0.0
H -4.7142 -2.0055 -3.8409 -0.1 0.0 0.0
H -0.7561 1.0123 -7.3003 0.0 -0.1 -0.1
H 0.2465 2.7080 5.7375 0.0 0.0 0.1
H 3.6083 -2.6193 -4.8900 0.0 0.0 -0.1
H -1.4223 5.3910 0.2261 0.0 0.1 0.0
H 0.7074 4.7278 1.8965 0.0 0.0 0.0
H -2.9693 0.2154 1.7388 -0.1 -0.2 0.0
H -2.9592 -0.3639 -3.3295 0.0 0.0 0.0
H 2.0491 -4.7696 3.7572 0.0 0.0 0.0
H -5.1424 2.6444 -1.4963 -0.1 -0.1 0.0
H -2.3514 3.2507 2.3838 -0.1 0.1 0.0
H 2.1654 5.6980 -2.7067 0.1 0.0 -0.1
H -5.4190 5.0772 -1.2580 -0.1 0.1 0.0
```
Forces are in eV/Å.


Formula: C55H44CdN3OP3S3
Source: OMol25
Level of theory: wB97M-V/def2-TZVPD

Summary:
* relative energy (zero: lowest compared OMol25 entry of this formula, charge and spin): 8.6 kcal per mole
* F_max: 1.80 eV/Å
* HOMO level: -6.236 eV
* frontier orbital gap: 5.95 eV
* E: -129207.1388 eV

Structure (XYZ):
```
110
Properties=species:S:1:pos:R:3:forces:R:3
Cd -0.1820 0.0092 -0.7719 0.4 -0.5 -0.3
S -0.9319 -1.7792 2.2236 -0.1 -0.2 0.6
S 1.5025 0.3628 1.3125 0.6 -0.2 -0.2
S -1.3598 1.9274 -2.3141 0.2 0.0 -0.3
P 3.0019 -1.0895 -2.0214 0.2 -0.4 0.0
P 0.0135 1.6987 1.5484 -0.8 -0.3 0.6
P -2.1243 2.1120 -0.4551 -0.5 -0.5 0.8
O 1.7832 -0.2317 -2.1687 -0.3 0.2 0.0
N -1.0443 -1.9632 0.5724 -0.1 -0.4 -0.5
N -1.0905 -1.7586 -2.0675 0.0 -0.1 0.1
N -2.5394 -3.7769 0.5776 0.0 -0.1 -0.3
C 2.0523 -5.0530 -2.4115 0.0 -0.1 -0.1
C 5.2751 -1.5185 -3.6155 -0.1 0.0 0.0
C 1.8215 5.7904 0.4663 0.0 0.0 0.0
C -3.3552 -5.0113 2.4866 0.0 0.0 -0.1
C -1.5824 -2.5857 -4.2455 -0.1 -0.1 0.1
C 5.9867 -1.4058 -4.7984 0.1 0.0 0.0
C -1.4077 1.1352 0.7653 0.6 1.6 -0.5
C -5.4234 -0.2586 0.0394 0.0 0.0 0.0
C 1.8832 4.7193 -0.4165 0.0 0.0 0.0
C -1.9761 -3.0850 2.8413 0.2 0.2 -0.4
C -2.9860 5.5445 1.5402 0.0 0.0 0.1
C -6.4111 0.4079 -0.6725 0.0 -0.1 0.0
C 0.6078 1.5090 5.5907 0.1 0.0 0.0
C 5.3981 -0.8180 -5.9111 0.0 0.0 0.0
C 1.4968 -5.3313 -1.1708 0.0 0.0 0.0
C 3.3791 -0.4553 -4.6647 0.0 0.0 0.0
C 2.5705 -3.7933 -2.6760 0.0 0.0 0.0
C 1.4549 -4.3504 -0.1885 -0.1 0.0 0.1
C -1.7644 6.1948 -0.4262 0.0 0.0 0.0
C -1.7623 -2.8219 -0.0366 0.2 0.2 0.8
C -2.0963 -3.2497 4.2076 0.0 0.0 -0.1
C 1.1989 5.6412 1.6957 0.0 0.1 0.0
C 2.5166 -2.8074 -1.6971 0.2 0.3 0.1
C 1.3363 3.4993 -0.0584 0.1 0.1 0.1
C -1.7349 -2.7926 -1.5146 0.0 0.0 -0.7
C -3.4634 -5.1865 3.8623 -0.1 0.0 0.0
C -4.8340 2.1322 -1.2434 0.1 -0.1 0.0
C -0.6779 1.3191 6.0833 0.0 0.0 0.0
C -2.4008 6.5320 0.7583 0.0 0.0 0.0
C -2.3084 3.8820 -0.0631 0.1 -0.1 0.1
C -1.0196 -1.6553 -3.3861 0.1 0.1 -0.1
C -0.2721 1.7152 3.3571 0.1 -0.1 0.0
C 0.8110 1.7123 4.2359 -0.1 0.1 0.0
C 5.4562 -0.9311 1.2609 0.0 0.0 0.1
C 0.6332 4.4245 2.0531 0.0 -0.1 -0.1
C 0.7121 3.3463 1.1801 -0.1 -0.2 -0.1
C -4.1435 0.2724 0.1136 0.0 0.1 0.0
C 5.2329 1.2860 0.3569 0.0 0.1 0.1
C 4.1422 -0.5708 -0.7155 -0.3 -0.1 -0.1
C -1.5540 1.5179 3.8525 0.0 0.1 0.0
C 4.0956 -0.3446 -5.8470 0.0 0.0 0.0
C 3.9691 -1.0413 -3.5496 -0.2 0.0 0.1
C -1.7576 1.3271 5.2135 0.0 0.0 0.1
C -2.9386 4.2221 1.1329 0.0 0.0 -0.1
C 4.6682 -1.4361 0.2372 0.0 0.0 -0.1
C -2.6234 -3.9561 1.9672 -0.1 -0.1 0.4
C 5.7358 0.4254 1.3228 0.0 -0.1 0.0
C -2.8458 -4.3023 4.7249 0.1 0.1 0.0
C 1.9528 -3.0851 -0.4515 0.0 0.0 0.0
C -2.3287 -3.7691 -2.3095 0.0 0.0 0.2
C -1.7141 4.8699 -0.8382 -0.1 0.0 0.0
C -6.1120 1.5995 -1.3182 -0.1 0.1 -0.1
C -3.8435 1.4757 -0.5189 0.0 0.1 -0.2
C -2.2478 -3.6629 -3.6874 0.1 0.1 -0.1
C 4.4274 0.7916 -0.6514 0.0 0.0 -0.1
H -2.4414 7.5658 1.0783 0.0 0.0 0.0
H -2.7600 1.1654 5.5912 0.0 0.0 0.0
H 1.0315 -4.5745 0.7835 0.0 0.1 0.0
H -3.8409 -5.7064 1.8102 0.0 0.0 0.0
H 1.1644 6.4759 2.3851 -0.1 0.0 0.0
H 5.4365 2.3469 0.4199 0.0 0.0 0.0
H 3.0162 -3.5758 -3.6393 0.0 0.0 0.0
H 0.1479 4.3098 3.0143 0.0 0.0 0.0
H 1.8126 1.8436 3.8446 0.0 -0.1 0.0
H 4.4605 -2.4972 0.1913 0.0 0.0 0.0
H -2.8350 -4.6209 -1.8775 0.0 0.0 0.0
H -2.9312 -4.4260 5.7959 0.0 0.0 0.0
H -0.4939 -0.7844 -3.7606 0.0 0.0 0.0
H -4.5932 3.0602 -1.7497 0.0 0.0 0.0
H -6.8803 2.1145 -1.8817 0.0 0.0 0.0
H -3.3820 3.4399 1.7391 0.0 0.0 0.0
H 2.0780 -5.8189 -3.1759 0.0 0.0 0.0
H -7.4137 0.0007 -0.7182 0.0 0.0 0.0
H 5.9608 -0.7203 -6.8305 0.0 0.0 0.0
H -1.2200 4.5935 -1.7604 0.0 0.0 0.0
H -0.8327 1.1582 7.1431 0.0 0.0 0.0
H 7.0062 -1.7645 -4.8539 0.0 0.0 0.0
H -4.0368 -6.0182 4.2489 0.0 0.0 0.0
H 6.3396 0.8144 2.1323 0.0 0.0 0.0
H 1.0938 -6.3158 -0.9694 0.0 0.0 0.0
H -3.4679 5.8043 2.4747 0.0 0.0 0.0
H -2.3823 1.4983 3.1535 0.0 -0.1 0.0
H 3.6422 0.1200 -6.7127 0.0 0.0 0.0
H -1.2965 6.9632 -1.0288 0.0 0.0 0.0
H -5.6486 -1.1879 0.5499 0.0 0.0 0.0
H 5.7255 -1.9691 -2.7384 0.1 0.0 0.0
H 1.4041 2.6481 -0.7264 0.0 0.0 -0.1
H -1.5978 -2.5424 4.8604 0.0 0.0 0.1
H -3.1428 -4.3480 0.0162 0.0 0.0 0.0
H -1.5000 -2.4667 -5.3160 0.0 0.0 0.0
H 2.2640 6.7413 0.1962 0.0 0.0 0.0
H 5.8298 -1.5936 2.0309 0.0 0.0 0.0
H 2.3655 -0.0824 -4.5849 0.0 0.0 0.0
H 1.4556 1.4756 6.2640 0.0 0.1 0.0
H -2.7002 -4.4158 -4.3191 0.0 0.0 0.0
H 1.9135 -2.3085 0.3062 -0.1 0.0 0.0
H -3.3629 -0.2239 0.6783 0.0 0.0 0.0
H 2.3655 4.8364 -1.3793 0.0 0.0 0.0
H 3.9882 1.4604 -1.3824 0.0 0.0 0.0
```
Forces are in eV/Å.